(1)
This record from OMol25 describes a structure of composition C38H49HgN2O2P2. The level of theory is ωB97M-V/def2-TZVPD.

```
94
Properties=species:S:1:pos:R:3:mulliken_spin:R:1
Hg 0.101 -0.396 0.252 -0.0110
C 3.325 1.402 1.910 -0.0002
C 3.835 0.405 0.871 -0.0095
C 5.207 0.798 0.336 -0.0003
P 2.506 0.235 -0.427 0.0051
C 3.202 -0.784 -1.810 -0.0034
C 2.093 -0.907 -2.848 0.0001
C 3.662 -2.158 -1.345 0.0090
C 2.244 1.833 -1.218 -0.0015
C 3.217 2.369 -2.058 0.0010
C 2.961 3.460 -2.860 -0.0001
C 1.671 3.979 -2.887 0.0000
C 0.702 3.483 -2.053 0.0001
C 0.958 2.434 -1.137 0.0011
N 0.011 1.945 -0.300 0.0010
C -1.055 2.707 0.067 -0.0005
C -0.993 4.107 0.223 0.0002
C -2.128 4.856 0.418 0.0000
C -3.374 4.248 0.534 0.0000
C -3.447 2.871 0.546 -0.0002
C -2.310 2.100 0.334 0.0004
P -2.348 0.304 0.285 0.0005
C -3.516 -0.417 1.549 0.0001
C -3.055 0.058 2.926 0.0000
C -5.018 -0.241 1.355 0.0000
C -3.060 -0.071 -1.381 -0.0015
C -2.146 0.551 -2.436 0.0007
C -3.167 -1.578 -1.558 0.0047
H 4.014 1.462 2.751 0.0000
H 2.345 1.093 2.286 0.0001
H 3.223 2.394 1.471 0.0001
H 3.905 -0.591 1.331 0.0067
H 5.188 1.789 -0.111 0.0000
H 5.562 0.080 -0.401 -0.0001
H 5.921 0.815 1.160 -0.0002
H 4.048 -0.240 -2.243 -0.0001
H 1.246 -1.452 -2.428 0.0043
H 2.454 -1.452 -3.717 -0.0002
H 1.748 0.078 -3.161 0.0005
H 2.820 -2.726 -0.960 -0.0019
H 4.407 -2.101 -0.555 -0.0023
H 4.099 -2.704 -2.180 -0.0027
H 4.197 1.921 -2.091 0.0001
H 3.737 3.881 -3.481 0.0000
H 1.424 4.778 -3.574 0.0000
H -0.305 3.875 -2.106 0.0000
H -0.031 4.594 0.155 0.0000
H -2.054 5.933 0.468 0.0000
H -4.269 4.843 0.616 0.0000
H -4.398 2.380 0.687 0.0000
H -3.286 -1.489 1.458 0.0010
H -3.257 1.121 3.060 0.0000
H -1.979 -0.105 3.039 0.0002
H -3.567 -0.497 3.710 0.0000
H -5.345 0.766 1.597 0.0000
H -5.537 -0.924 2.027 0.0000
H -5.323 -0.477 0.339 0.0000
H -4.047 0.408 -1.435 -0.0001
H -1.122 0.172 -2.334 0.0009
H -2.123 1.637 -2.335 0.0001
H -2.496 0.302 -3.437 -0.0001
H -2.233 -2.063 -1.274 0.0005
H -3.364 -1.805 -2.602 -0.0003
H -3.967 -1.998 -0.955 -0.0007
C -4.760 -4.451 -3.143 -0.0001
O -3.512 -4.625 -2.524 0.0017
C -2.385 -4.171 -3.184 -0.0280
C -2.381 -3.675 -4.472 -0.0033
C -1.192 -3.250 -5.056 0.0110
C -0.013 -3.304 -4.338 0.0061
C -0.002 -3.801 -3.047 0.0655
C -1.175 -4.259 -2.457 -0.0540
N -1.192 -4.847 -1.213 0.0578
C -0.065 -5.383 -0.598 0.5620
C 0.939 -4.704 0.078 -0.0970
C 2.084 -5.435 0.497 0.1659
C 3.026 -4.918 1.350 -0.0896
C 2.857 -3.633 1.863 0.1930
C 1.781 -2.873 1.443 -0.0800
C 0.854 -3.318 0.491 0.1876
O -0.077 -2.530 0.024 0.0667
H -5.504 -4.813 -2.433 0.0000
H -4.841 -5.026 -4.073 0.0001
H -4.958 -3.395 -3.362 0.0000
H -3.295 -3.625 -5.045 -0.0004
H -1.202 -2.883 -6.072 -0.0001
H 0.913 -2.989 -4.796 -0.0007
H 0.916 -3.855 -2.482 0.0351
H -2.059 -5.337 -1.029 0.0080
H -0.013 -6.470 -0.602 -0.0164
H 2.190 -6.441 0.120 -0.0004
H 3.883 -5.506 1.646 0.0000
H 3.546 -3.231 2.594 0.0134
H 1.621 -1.878 1.876 -0.0052
```

Output
- energy relative to the best compared isomer or geometry (same formula, charge and spin) (kJ/mol) = 22.78
- expectation value of S² = 0.787
- charge = 0
- multiplicity = 2
- HOMO-LUMO gap (alpha / beta) (eV) = 6.09 / 6.97



(2)
This record from OMol25 describes a structure of composition C38H49NaO4PSbSe4. The level of theory is ωB97M-V/def2-TZVPD.

```
98
Properties=species:S:1:pos:R:3:mulliken_charge:R:1
Na 0.392 -0.135 1.722 0.3127
C 0.762 2.011 3.700 -0.3467
C 1.320 0.803 4.424 -1.0203
O 0.834 -0.334 3.751 0.4014
C 1.261 -1.573 4.283 -0.1733
C 2.619 -2.012 3.661 -0.5073
O 3.118 -1.005 2.777 -0.1972
C 3.622 -1.481 1.550 0.4675
C 3.746 -0.313 0.604 -1.2557
O 2.466 0.237 0.322 0.5365
C 2.386 1.662 0.409 -0.5405
C 2.322 2.149 1.846 -0.6652
O 0.990 1.952 2.282 0.2281
H 1.182 2.936 4.114 0.3541
H -0.323 2.005 3.826 -0.1989
H 0.938 0.812 5.450 0.5722
H 2.420 0.795 4.437 0.2660
H 0.481 -2.299 4.032 -0.2481
H 1.312 -1.515 5.372 0.3353
H 2.464 -2.939 3.099 0.3357
H 3.373 -2.209 4.429 0.2062
H 2.956 -2.239 1.125 -0.4571
H 4.615 -1.938 1.668 0.3968
H 4.193 -0.659 -0.335 0.3738
H 4.406 0.445 1.039 0.4653
H 1.449 1.943 -0.081 -0.4206
H 3.221 2.125 -0.128 0.4459
H 2.591 3.211 1.898 0.5286
H 3.028 1.581 2.461 0.4023
C -1.784 1.534 -3.176 -1.6229
C -1.879 2.356 -1.906 0.9894
C -0.849 3.234 -1.539 0.8650
C 0.269 3.553 -2.519 -2.3128
C -0.877 3.846 -0.277 1.3664
C 0.307 4.654 0.214 -2.4084
C -1.990 3.676 0.555 1.4277
C -2.036 4.258 1.946 -2.2322
C -3.072 2.898 0.135 1.2449
C -4.262 2.744 1.046 -1.9880
C -2.993 2.197 -1.074 1.1699
C -4.100 1.231 -1.437 -2.1488
H -2.536 1.822 -3.918 0.5034
H -1.947 0.478 -2.955 -0.2376
H -0.809 1.610 -3.649 0.1388
H 1.148 2.904 -2.414 0.1661
H 0.615 4.579 -2.397 0.5707
H -0.074 3.460 -3.548 0.5057
H 0.084 5.724 0.292 0.4559
H 1.175 4.547 -0.437 0.3729
H 0.607 4.311 1.205 0.1414
H -2.149 3.454 2.682 0.2009
H -2.896 4.922 2.072 0.4598
H -1.144 4.827 2.198 0.4704
H -4.607 3.715 1.415 0.4374
H -3.993 2.124 1.908 0.1930
H -5.100 2.250 0.562 0.3815
H -5.065 1.742 -1.504 0.5121
H -4.182 0.461 -0.663 0.1393
H -3.928 0.732 -2.388 0.4236
C 2.234 -5.256 0.680 -0.4845
C 0.992 -4.814 1.114 -0.8584
C 0.357 -3.755 0.476 0.1869
C 0.954 -3.111 -0.609 0.6797
C 2.228 -3.538 -1.010 -0.6327
C 2.855 -4.608 -0.382 -0.6523
P 0.166 -1.569 -1.261 1.5101
C 1.135 -1.297 -2.811 -0.3555
C 1.586 0.000 -3.041 -0.0203
C 2.293 0.327 -4.196 -0.8016
C 2.562 -0.652 -5.140 -0.6242
C 2.119 -1.956 -4.927 -0.8152
C 1.412 -2.271 -3.775 0.4165
C -1.452 -2.160 -1.935 1.1119
C -1.785 -2.150 -3.291 -0.5930
C -3.054 -2.528 -3.715 -0.5963
C -4.011 -2.929 -2.789 -0.6079
C -3.693 -2.939 -1.437 -0.9888
C -2.430 -2.550 -1.011 -0.4411
H 2.727 -6.082 1.180 0.3554
H 0.505 -5.249 1.980 0.4489
H -0.579 -3.409 0.908 -0.4209
H 2.747 -3.029 -1.811 0.3547
H 3.837 -4.923 -0.717 0.3683
H 1.378 0.761 -2.297 -0.0594
H 2.629 1.345 -4.355 0.4490
H 3.112 -0.405 -6.040 0.3801
H 2.322 -2.725 -5.664 0.3934
H 1.060 -3.285 -3.620 0.5323
H -1.066 -1.820 -4.033 0.2611
H -3.295 -2.497 -4.772 0.3720
H -5.001 -3.220 -3.119 0.3439
H -4.430 -3.214 -0.691 0.5152
H -2.241 -2.481 0.054 -0.1206
Se -2.024 0.181 5.543 -0.8402
Sb -2.885 -1.189 3.661 0.3961
Se -2.164 -0.088 1.506 -0.2119
Se -5.328 -1.310 3.613 -0.8493
Se -1.850 -3.460 3.567 -0.8842
```

Output
- charge = -2
- HOMO-LUMO gap (eV) = 3.56



Calculated total energy
In order: -70027.814; -330022.948
Unit: eV